Computed, not measured: a structure of composition C4H5CdO2 at a distorted geometry, with ωB97M-V/def2-TZVPD.

```
12
Properties=species:S:1:pos:R:3:lowdin_charge:R:1
C -1.835 0.249 0.263 -0.200
C -0.567 -0.280 -0.286 0.251
C 0.567 -0.694 0.230 0.135
C 1.946 -0.403 0.129 -0.117
O 2.527 -0.186 -0.955 -0.263
Cd 4.186 0.003 -1.779 1.194
H -1.948 -0.071 1.314 0.170
H -2.656 -0.222 -0.309 0.162
H -0.189 -1.727 -0.171 0.330
H 2.506 -0.301 1.071 0.173
O -1.830 1.648 0.143 0.026
H -2.707 1.984 0.350 0.136
```

Its energy relative to the best compared isomer or geometry (same formula, charge and spin) is 217.4 kJ/mol. For the HOMO energy (alpha / beta), the calculation gives -0.59699 / -0.69542 Eh. Its multiplicity is 2. The charge is +2. Its orbital gap (alpha / beta) is 4.6 / 7.5 eV. Its max |F| is 8.5 eV/A.

=====

Computed, not measured: the molecule C4H5Cl at a distorted geometry, with ωB97M-V/def2-TZVPD.

```
10
Properties=species:S:1:pos:R:3:lowdin_charge:R:1
C -0.152 -0.174 0.141 -0.239
C 0.653 -1.058 -0.443 -0.718
C 0.423 0.127 -1.271 -0.073
C -0.744 0.569 1.235 -0.080
Cl 1.441 -2.548 -0.640 0.652
H -0.232 0.043 -2.192 0.126
H 1.242 0.825 -1.400 0.098
H 0.028 0.766 1.951 0.066
H -1.524 -0.039 1.759 0.095
H -1.134 1.489 0.859 0.072
```

Its energy relative to the best compared isomer or geometry (same formula, charge and spin) is 170.8 kJ/mol. For the HOMO energy (alpha / beta), the calculation gives -0.18965 / -0.38010 Eh. Its multiplicity is 3. Its orbital gap (alpha / beta) is 6.1 / 8.6 eV. Its max |F| is 7.9 eV/A.

=====

Computed, not measured: the ion C4H5Cl2OP with charge +2 at a distorted geometry, with ωB97M-V/def2-TZVPD.

```
13
Properties=species:S:1:pos:R:3:lowdin_charge:R:1
C -1.802 0.069 0.166 -0.024
C -1.082 0.976 -0.458 -0.152
C 0.021 -1.383 0.786 0.042
C 1.222 -0.632 0.345 -0.155
O -1.195 -1.041 0.748 0.135
P 0.716 0.922 -0.668 0.218
Cl 1.652 2.570 -0.014 0.523
Cl 1.178 0.561 -2.521 0.580
H -2.861 0.111 0.284 0.165
H -1.745 1.863 -0.744 0.165
H 0.172 -2.398 1.317 0.227
H 1.908 -0.491 1.201 0.155
H 1.816 -1.128 -0.441 0.121
```

Its energy relative to the best compared isomer or geometry (same formula, charge and spin) is 0.0 kJ/mol. For the HOMO energy, the calculation gives -0.75509 Eh. Its multiplicity is 1. The charge is +2. Its orbital gap is 9.5 eV. Its max |F| is 2.4 eV/A.

=====

Computed, not measured: a cluster of 2 separate species, C4H5Cl3F2 in total at a distorted geometry, with ωB97M-V/def2-TZVPD.

```
14
Properties=species:S:1:pos:R:3:lowdin_charge:R:1
C 0.411 1.250 -1.857 0.028
C -0.201 0.090 -2.061 -0.284
C -0.844 -0.678 -0.952 -1.116
Cl -2.593 -0.867 -1.253 0.568
Cl -0.077 -2.278 -0.770 0.573
H 0.472 1.700 -0.869 0.039
H 0.873 1.795 -2.674 0.072
H -0.266 -0.362 -3.048 0.102
H -0.740 -0.167 0.004 0.031
F 1.284 0.557 0.278 -0.046
C 1.171 1.484 1.237 -0.816
F -0.119 1.825 1.353 0.029
Cl 1.740 0.813 2.772 0.694
H 1.769 2.357 0.987 0.125
```

Its energy relative to the best compared isomer or geometry (same formula, charge and spin) is 0.0 kJ/mol. For the HOMO energy, the calculation gives -0.37411 Eh. Its multiplicity is 1. Its SMILES is C=CC(Cl)Cl.FC(F)Cl. Its orbital gap is 10.9 eV. Its max |F| is 1.8 eV/A.

=====

Computed, not measured: a structure of composition C4H5Cl3O at a distorted geometry, with ωB97M-V/def2-TZVPD.

```
13
Properties=species:S:1:pos:R:3:lowdin_charge:R:1
C 0.045 0.460 -1.047 -0.657
C -0.549 1.515 -1.624 -1.178
C 0.862 -0.649 1.522 -0.043
C -0.386 -0.293 0.653 -0.387
O -1.169 -1.353 0.385 -0.052
Cl 1.183 -0.595 -1.780 0.673
Cl -0.150 2.168 -3.189 0.601
Cl -1.716 2.462 -0.737 0.622
H 0.657 -1.441 2.283 0.097
H 1.145 0.246 1.991 0.053
H 1.636 -1.063 0.831 0.057
H -0.989 0.485 0.966 0.061
H -0.568 -1.943 -0.253 0.153
```

Its energy relative to the best compared isomer or geometry (same formula, charge and spin) is 212.1 kJ/mol. For the HOMO energy, the calculation gives -0.34433 Eh. Its multiplicity is 1. Its orbital gap is 10.0 eV. Its max |F| is 4.3 eV/A.

=====

Computed, not measured: a cluster of 2 separate species, C4H5Cl3O in total at a distorted geometry, with ωB97M-V/def2-TZVPD.

```
13
Properties=species:S:1:pos:R:3:lowdin_charge:R:1
Cl -3.319 -1.849 0.999 0.494
C -2.334 -0.420 0.455 -1.531
Cl -3.015 1.113 0.928 0.548
Cl -1.902 -0.503 -1.279 0.560
H -1.381 -0.532 1.100 0.032
C 1.643 1.259 -0.548 -0.118
C 1.627 -0.110 -0.008 -0.186
C 0.904 -1.182 -0.146 -0.275
O 0.354 -2.218 -0.081 0.109
H 1.975 2.082 0.101 0.081
H 0.574 1.301 -0.715 0.052
H 2.301 1.403 -1.418 0.081
H 2.572 -0.344 0.613 0.151
```

Its energy relative to the best compared isomer or geometry (same formula, charge and spin) is 192.4 kJ/mol. For the HOMO energy, the calculation gives -0.33309 Eh. Its multiplicity is 1. Its SMILES is ClC(Cl)Cl.CC=C=O. Its orbital gap is 9.4 eV. Its max |F| is 4.2 eV/A.